No. 1
Entry from the Open Molecules 2025 dataset: a molecular structure, C10H10N2S in a non-equilibrium geometry (ωB97M-V with the def2-TZVPD basis set).

Geometry as ORCA input:
```
! wB97M-V def2-TZVPD RIJCOSX def2/J DEFGRID3
* xyz 0 1
C -3.24756 -1.41463 -1.59636
C -2.75462 -0.49163 -0.44861
C -2.07956 0.27698 0.15175
C -1.02486 1.00432 0.92728
C 0.07951 -0.11037 1.60441
C 0.99420 -0.57670 0.69249
C 1.82623 -1.76595 0.80178
C 2.80569 -1.71979 -0.13069
C 1.38410 0.29936 -0.39138
C 0.75056 1.65870 -0.43747
H -4.10321 -1.11476 -2.24705
H -2.13553 -1.60016 -2.32852
H -3.67633 -2.55298 -1.38107
H -1.56299 1.60448 1.82720
H 0.48764 0.72210 2.22410
H -0.53841 -0.65363 2.29170
H 1.82601 -2.10467 1.96861
H 3.69320 -2.35408 -0.15666
H 0.89206 3.65083 -0.78914
H 2.42768 2.87436 -0.67803
N 1.45092 2.73758 -1.04891
N -0.34897 1.99544 0.22864
S 2.85422 -0.36479 -1.08404
*
```

Values from the calculation:
E_LUMO: 0.090 eV
Kohn-Sham gap: 8.550 eV
E_tot: -24341.9755 eV
Energy relative to the best compared isomer or geometry (same formula, charge and spin): 142.8 kcal/mol
M: 190.27 g/mol

***

No. 2
Entry from the Open Molecules 2025 dataset: a single C10H10N4O3S molecule in a non-equilibrium geometry (ωB97M-V with the def2-TZVPD basis set).

Geometry as ORCA input:
```
! wB97M-V def2-TZVPD RIJCOSX def2/J DEFGRID3
* xyz 0 1
C -4.30573 -0.67910 -1.19909
O -3.38475 0.23245 -0.64630
C -2.21591 -0.21245 -0.16838
C -1.82098 -1.55347 -0.16149
C -0.58591 -1.93028 0.32417
C 0.31470 -0.99163 0.82089
C 1.66054 -1.40526 1.31029
S 2.85264 -1.52332 -0.08825
C 3.28752 0.14810 -0.21009
N 2.94505 1.11591 0.61360
C 3.54420 2.20315 0.08394
N 4.23307 1.96192 -1.00143
N 4.06906 0.64270 -1.19515
C -0.05516 0.34274 0.81042
C -1.29922 0.73331 0.33349
N -1.61563 2.13799 0.37422
O -0.67834 2.90851 0.42948
O -2.77799 2.47408 0.36751
H -4.64193 -1.40834 -0.45624
H -3.88491 -1.20025 -2.06437
H -5.15168 -0.07275 -1.51699
H -2.48694 -2.31241 -0.53841
H -0.31295 -2.97536 0.31412
H 1.64691 -2.40214 1.74788
H 2.08426 -0.67982 2.00081
H 3.45460 3.17589 0.51906
H 4.50051 0.16668 -1.97051
H 0.62496 1.10315 1.16680
*
```

Values from the calculation:
E_LUMO: -0.156 eV
Kohn-Sham gap: 8.569 eV
E_tot: -33466.9714 eV
Energy relative to the best compared isomer or geometry (same formula, charge and spin): 0.0 kcal/mol
M: 266.28 g/mol

***

No. 3
Entry from the Open Molecules 2025 dataset: a single C10H10N4S molecule in a non-equilibrium geometry (ωB97M-V with the def2-TZVPD basis set).

Geometry as ORCA input:
```
! wB97M-V def2-TZVPD RIJCOSX def2/J DEFGRID3
* xyz 0 1
H -3.22280 1.11022 0.20074
N -2.70331 1.80819 -0.25328
C -1.46518 1.69475 -0.08137
N -0.47809 2.59143 -0.49965
N -0.82058 0.39417 0.46157
C 0.46330 0.16191 -0.00071
C 0.76006 0.27015 -1.43898
C 1.96248 -0.18141 -1.98729
C 2.95581 -0.55745 -1.14690
C 2.83942 -0.59642 0.24292
C 1.60043 -0.32167 0.80896
C -1.56528 -0.61090 0.96353
N -2.82229 -0.48998 1.33820
C -3.34624 -1.66529 1.63121
C -2.60956 -2.78575 1.48059
S -0.98757 -2.28045 0.97298
H -0.85656 3.43028 -0.91898
H 0.46694 2.16128 -0.45936
H -0.06337 0.58035 -2.11737
H 2.08825 -0.12756 -3.13853
H 4.00124 -0.74930 -1.60231
H 3.62379 -0.95749 0.90795
H 1.50384 -0.35457 1.94507
H -4.40398 -1.63418 1.67506
H -2.76149 -3.77331 1.71694
*
```

Values from the calculation:
E_LUMO: 0.495 eV
Kohn-Sham gap: 8.566 eV
E_tot: -27326.3494 eV
Energy relative to the best compared isomer or geometry (same formula, charge and spin): 6.9 kcal/mol
M: 218.28 g/mol

***

No. 4
Entry from the Open Molecules 2025 dataset: a gas-phase ion, C10H10NO (charge +1) in a non-equilibrium geometry (ωB97M-V with the def2-TZVPD basis set).

Geometry as ORCA input:
```
! wB97M-V def2-TZVPD RIJCOSX def2/J DEFGRID3
* xyz 1 1
O 1.65949 2.17266 -2.65214
C 0.86770 1.84768 -1.83384
C -0.33248 2.41525 -1.07051
C 0.36203 1.12885 -0.52144
N 1.10322 1.35205 0.74845
C 1.14264 0.08093 1.60079
C 0.28392 -0.83979 0.76330
C -0.09698 -2.09788 1.17180
C -1.03364 -2.74529 0.33060
C -1.59104 -2.18183 -0.75730
C -1.25336 -0.85664 -1.11642
C -0.27051 -0.23790 -0.36188
H -0.39004 3.33736 -0.48624
H -1.22657 2.10468 -1.41908
H 0.60209 2.14600 1.26139
H 2.05844 1.68086 0.65441
H 0.71458 0.43762 2.68971
H 2.25919 -0.30801 1.69964
H 0.29370 -2.47472 2.14197
H -1.33982 -3.70266 0.64022
H -2.30784 -2.74377 -1.30349
H -1.50474 -0.51545 -2.17994
*
```

Values from the calculation:
E_LUMO: -3.583 eV
Kohn-Sham gap: 9.395 eV
E_tot: -14059.9139 eV
Energy relative to the best compared isomer or geometry (same formula, charge and spin): 33.9 kcal/mol
M: 160.20 g/mol

***

No. 5
Entry from the Open Molecules 2025 dataset: a gas-phase ion, C10H10NS2 (charge +1) in a non-equilibrium geometry (ωB97M-V with the def2-TZVPD basis set).

Geometry as ORCA input:
```
! wB97M-V def2-TZVPD RIJCOSX def2/J DEFGRID3
* xyz 1 1
C 2.21318 1.69160 -0.72122
C 1.95294 2.10328 0.63137
C 1.52414 0.66260 -1.22706
C 0.80634 1.75958 1.31706
C 0.41207 -0.01039 -0.40682
C -0.22121 1.01302 0.58257
C -4.76989 -1.02380 0.25588
C -5.05888 0.02364 -0.50315
C -2.60052 0.62142 0.16836
C 1.45918 -1.36109 0.00247
N -1.50744 1.15076 0.60666
S -3.12693 -1.02323 0.85052
S -3.92355 1.26467 -0.74847
H 2.96831 2.02844 -1.34166
H 2.57650 2.79965 1.12682
H 1.59344 0.14686 -2.10511
H 0.61763 2.18784 2.26646
H -0.31772 -0.36529 -1.13596
H -5.40691 -1.89536 0.56837
H -6.07089 0.17349 -0.87374
H 1.55564 -1.75458 -1.01511
H 0.93388 -2.18649 0.48459
H 2.25316 -0.89420 0.55601
*
```

Values from the calculation:
E_LUMO: -4.615 eV
Kohn-Sham gap: 7.745 eV
E_tot: -33682.9719 eV
Energy relative to the best compared isomer or geometry (same formula, charge and spin): 58.6 kcal/mol
M: 208.33 g/mol

***

No. 6
Entry from the Open Molecules 2025 dataset: a single C10H10O2S molecule in a non-equilibrium geometry (ωB97M-V with the def2-TZVPD basis set).

Geometry as ORCA input:
```
! wB97M-V def2-TZVPD RIJCOSX def2/J DEFGRID3
* xyz 0 1
C 2.96329 0.50308 0.50599
C 2.13257 -0.50256 0.43470
O 2.23545 -1.81164 -0.18630
C 1.20183 -2.70981 0.13753
C 0.67213 -0.24591 1.09205
O 0.31566 -0.79178 2.11609
C -0.31271 0.49987 0.25546
C -0.02360 0.62603 -1.12869
C -0.90174 1.20505 -1.97658
C -2.16321 1.47923 -1.55588
C -2.55522 1.19082 -0.20186
C -1.63083 0.73500 0.73440
S -2.04111 0.65803 2.41986
H 2.56108 1.37175 0.95675
H 4.03398 0.55623 0.05459
H 1.62134 -3.70172 -0.26954
H 0.18069 -2.32053 -0.34189
H 1.00172 -2.68983 1.19594
H 0.95063 0.29990 -1.44259
H -0.45864 1.56062 -2.91134
H -2.87175 1.74382 -2.27171
H -3.53763 1.60283 0.19151
H -3.37391 0.74152 2.19151
*
```

Values from the calculation:
E_LUMO: -0.144 eV
Kohn-Sham gap: 8.465 eV
E_tot: -25459.5170 eV
Energy relative to the best compared isomer or geometry (same formula, charge and spin): 73.1 kcal/mol
M: 194.26 g/mol

***

No. 7
Entry from the Open Molecules 2025 dataset: a single C10H10O3 molecule in a non-equilibrium geometry (ωB97M-V with the def2-TZVPD basis set).

Geometry as ORCA input:
```
! wB97M-V def2-TZVPD RIJCOSX def2/J DEFGRID3
* xyz 0 1
C -0.03063 2.22061 1.60510
C 0.06532 1.22458 0.40616
C -0.04523 1.77398 -0.79853
C 0.05359 0.93170 -2.01561
C -1.20039 0.13092 -2.18283
C 0.03269 -0.55072 -1.82733
C 0.20886 -1.17383 -0.42948
C 0.35403 -2.41332 0.13837
O 0.52611 -3.71327 -0.29792
O 0.45005 -2.23095 1.50640
C 0.33623 -0.89566 1.77017
O 0.52687 -0.45231 3.02434
C 0.10599 -0.19659 0.62086
H 0.48805 3.05284 1.20357
H 0.46748 1.82968 2.48138
H -1.16878 2.49931 1.83239
H -0.06127 2.89576 -0.97451
H 0.67186 1.37941 -2.89030
H -1.91525 0.27904 -1.40428
H -1.46837 0.02011 -3.26177
H 0.55330 -1.10591 -2.72205
H 0.75779 -4.26495 0.54813
H 0.29170 -1.24043 3.66772
*
```

Values from the calculation:
E_LUMO: 0.439 eV
Kohn-Sham gap: 7.727 eV
E_tot: -16671.4408 eV
Energy relative to the best compared isomer or geometry (same formula, charge and spin): 60.9 kcal/mol
M: 178.19 g/mol

***

No. 8
Entry from the Open Molecules 2025 dataset: a single C10H10O3 molecule in a non-equilibrium geometry (ωB97M-V with the def2-TZVPD basis set).

Geometry as ORCA input:
```
! wB97M-V def2-TZVPD RIJCOSX def2/J DEFGRID3
* xyz 0 1
C -3.55327 -0.73363 0.62395
O -2.31003 -1.21495 0.28113
C -1.34835 -0.41188 -0.20687
C -0.09953 -1.12792 -0.36219
C 1.08075 -0.47399 -0.68514
C 2.39305 -1.22605 -0.71775
C 3.39618 -0.81137 -0.06061
C 3.24473 0.19876 1.02888
O 3.43324 1.38551 0.80908
C 0.90896 0.96443 -0.88898
C -0.24223 1.65257 -0.68531
C -1.39664 0.95435 -0.35863
O -2.60577 1.58888 0.04358
H -3.46093 0.05045 1.44234
H -4.06985 -0.21450 -0.19813
H -4.16429 -1.56976 1.08975
H -0.01493 -2.19739 -0.09968
H 2.35084 -2.08559 -1.39215
H 4.41194 -1.23705 0.01777
H 2.99842 -0.07316 2.10135
H 1.80986 1.44826 -1.12119
H -0.22477 2.61884 -1.03105
H -2.53739 2.51518 0.36984
*
```

Values from the calculation:
E_LUMO: 0.672 eV
Kohn-Sham gap: 8.782 eV
E_tot: -16671.5135 eV
Energy relative to the best compared isomer or geometry (same formula, charge and spin): 59.3 kcal/mol
M: 178.19 g/mol

***

No. 9
Entry from the Open Molecules 2025 dataset: a single C10H10O3S2 molecule in a non-equilibrium geometry (ωB97M-V with the def2-TZVPD basis set).

Geometry as ORCA input:
```
! wB97M-V def2-TZVPD RIJCOSX def2/J DEFGRID3
* xyz 0 1
S -0.77016 -1.82576 -0.32760
C -1.20360 0.09780 -0.46663
O -0.07478 0.66375 -1.04314
C 1.12814 0.65253 -0.31395
S 1.61563 2.50941 -0.20159
C 2.44076 -0.19270 -1.30674
C 3.21317 -1.05426 -0.67031
C 3.06895 -1.11597 0.82509
C 2.09745 -0.52268 1.47529
O 1.05393 0.23848 0.95494
C -2.40566 0.25491 -1.29737
C -3.56084 0.32505 -0.62213
C -3.58543 0.42987 0.79154
C -2.40453 0.50754 1.50049
O -1.26605 0.59593 0.89978
H 0.52922 -1.63036 0.22848
H 1.98171 2.79733 -1.38871
H 2.42342 0.13632 -2.37990
H 4.08994 -1.53297 -1.10417
H 3.76123 -1.65607 1.42738
H 1.70256 -0.91464 2.40083
H -2.32771 0.11987 -2.37009
H -4.56940 0.15506 -0.96569
H -4.46596 0.19247 1.38062
H -2.47199 0.76908 2.57356
*
```

Values from the calculation:
E_LUMO: 0.539 eV
Kohn-Sham gap: 8.698 eV
E_tot: -38339.4922 eV
Energy relative to the best compared isomer or geometry (same formula, charge and spin): 74.6 kcal/mol
M: 242.32 g/mol

***

No. 10
Entry from the Open Molecules 2025 dataset: a single C10H10S molecule in a non-equilibrium geometry (ωB97M-V with the def2-TZVPD basis set).

Geometry as ORCA input:
```
! wB97M-V def2-TZVPD RIJCOSX def2/J DEFGRID3
* xyz 0 1
C 0.66297 -1.43792 1.65997
C -0.59987 -1.30783 1.44361
C -1.85087 -1.89673 1.68628
C -1.80501 -0.59166 0.97651
S -2.01792 -0.49475 -0.90462
C -0.49494 0.37300 -1.17540
C 0.67816 -0.30227 -1.59292
C 1.79918 0.46305 -1.75951
C 1.92419 1.80338 -1.22846
C 0.76934 2.44650 -0.87757
C -0.42567 1.72327 -0.79643
H 1.52554 -0.85204 1.40328
H 0.74893 -2.31651 2.36308
H -2.22487 -1.99046 2.78108
H -2.10341 -2.74898 1.08486
H -2.06582 0.29543 1.38490
H 0.59506 -1.20793 -2.20538
H 2.76132 0.01302 -1.91534
H 2.87055 2.22273 -1.44272
H 0.56384 3.56383 -0.53743
H -1.31070 2.24287 -0.34779
*
```

Values from the calculation:
E_LUMO: 0.817 eV
Kohn-Sham gap: 9.561 eV
E_tot: -21363.8487 eV
Energy relative to the best compared isomer or geometry (same formula, charge and spin): 43.2 kcal/mol
M: 162.26 g/mol